(1)
# C62H114B2Hg2N6O22

C62H114B2Hg2N6O22 as an isolated structure (ωB97M-V/def2-TZVPD, OMol25).

Output
Largest force on an atom ... 6.33 eV Å⁻¹
HOMO ... -10.6 eV
Net charge ... +2
ΔE to the lowest compared entry with this formula, charge and spin ... 0.00 kcal/mol

Each line ends with the Mulliken charge.
Positions of all 208 atoms, in Å:
Hg: 17.7498 5.0486 15.9388  1.10
Hg: 21.4835 1.2007 23.8201  1.58
O: 17.8363 -1.7810 21.5591  -0.54
C: 17.9251 -0.8079 20.8659  0.49
O: 17.2939 -0.4484 19.7382  -0.50
B: 17.9854 0.6941 19.1909  1.11
O: 18.5516 1.3368 20.3592  -0.57
C: 18.7998 0.4467 21.2634  0.46
O: 19.5424 0.5445 22.2546  -0.63
O: 17.1393 1.7534 18.6417  0.05
C: 17.5101 2.1036 17.4844  0.25
O: 17.1356 3.0800 16.7709  -0.74
C: 18.7070 1.1809 17.0736  0.37
O: 18.9637 0.3212 18.1117  -0.41
O: 19.4599 1.3922 16.0557  -0.59
O: 19.6431 7.2329 18.4422  -0.66
C: 19.2865 6.4751 19.3650  -0.10
O: 19.7541 6.3901 20.5286  -0.51
B: 18.9148 5.3976 21.2361  0.80
O: 17.9718 4.8626 20.2700  0.80
C: 18.0424 5.5555 19.2145  0.11
O: 17.3692 5.3875 18.1918  0.29
O: 19.8419 4.2962 21.7243  -0.97
C: 19.5759 4.0548 23.0876  0.32
O: 20.0794 3.1048 23.7296  -0.50
C: 18.6002 5.1991 23.5158  0.41
O: 18.3058 5.8614 22.4267  -0.18
O: 18.2848 5.3751 24.6963  -0.57
C: 13.9151 4.1225 23.0449  -0.94
C: 14.1255 2.9346 22.2287  2.11
C: 13.2167 1.8411 22.7270  -1.41
C: 11.7902 1.9477 22.2333  -0.79
C: 11.9316 2.0212 20.6441  -1.60
C: 12.7544 3.1972 20.0907  1.90
N: 14.1057 3.1466 20.7309  -0.25
O: 14.8740 4.2664 20.3768  2.43
C: 12.9144 2.7900 18.5717  -2.12
C: 11.9777 4.5061 20.0337  -1.25
C: 15.6132 2.3740 22.4139  -2.44
H: 13.8769 3.9297 24.1170  0.32
H: 12.9073 4.4829 22.8384  0.35
H: 14.6096 4.9129 22.7603  -0.52
H: 13.5579 0.8879 22.3231  0.31
H: 13.2911 1.7928 23.8133  0.49
H: 11.2724 2.7749 22.7187  0.35
H: 11.1130 1.1402 22.5115  0.53
H: 10.9412 2.0900 20.1943  0.42
H: 12.4166 1.1501 20.2036  0.51
H: 12.0546 2.4960 17.9696  0.49
H: 13.5134 3.5156 18.0215  0.08
H: 13.6691 2.0130 18.4500  0.43
H: 12.5865 5.3611 19.7398  -0.34
H: 11.2311 4.5577 19.2412  0.53
H: 11.3987 4.7796 20.9158  0.43
H: 15.8542 2.1134 23.4445  0.60
H: 16.3467 3.0701 22.0071  -0.24
H: 15.7535 1.4281 21.8906  0.60
H: 15.6847 3.8027 20.1548  -0.63
C: 14.2240 4.6476 15.7846  -1.81
C: 14.4135 6.1637 16.0690  0.95
C: 14.2318 6.4162 17.5455  -0.29
C: 14.6628 7.7648 18.0630  0.41
C: 16.0303 8.1538 17.4412  -0.70
C: 16.2544 7.9672 15.9968  1.22
N: 15.8417 6.5651 15.7147  2.06
O: 16.2218 6.1917 14.4467  -0.42
C: 15.6596 9.0642 15.0901  -1.57
C: 17.8426 8.2145 15.8314  -2.12
C: 13.3135 6.9289 15.3320  -1.66
H: 14.6217 4.4772 14.7842  0.40
H: 13.1613 4.4109 15.7315  0.43
H: 14.8661 4.0757 16.4545  0.12
H: 13.2269 6.2357 17.9272  1.09
H: 14.8836 5.8392 18.2015  -1.16
H: 14.5960 7.8318 19.1489  -0.89
H: 14.0170 8.5803 17.7375  0.35
H: 16.8416 7.6267 17.9433  -1.16
H: 16.2287 9.1890 17.7189  1.06
H: 16.3941 9.7613 14.6868  0.50
H: 15.1066 8.6826 14.2319  0.27
H: 14.9154 9.6719 15.6048  0.36
H: 18.0704 8.0995 14.7717  0.46
H: 18.0994 9.1902 16.2439  0.62
H: 18.3810 7.4148 16.3400  0.15
H: 12.3833 6.4295 15.6031  0.61
H: 13.5777 6.8312 14.2791  0.27
H: 13.4691 7.9554 15.6641  0.35
H: 15.6242 6.6739 13.8704  0.36
C: 15.3060 9.2741 23.5742  -2.05
C: 15.1400 8.8591 22.0531  2.04
C: 14.4193 7.4760 22.0184  0.59
C: 12.9058 7.5219 22.1307  -1.08
C: 12.3663 8.5201 21.0201  -1.38
C: 12.9618 9.9700 21.1632  1.86
N: 14.4906 9.9055 21.1672  0.94
O: 15.1262 11.1688 21.4619  -0.57
C: 12.5401 10.8239 19.9698  -1.81
C: 12.5089 10.6733 22.4699  -1.79
C: 16.6068 8.6076 21.5287  -1.25
H: 15.6138 10.3186 23.6220  0.58
H: 16.1081 8.7660 24.1096  0.32
H: 14.4068 9.3164 24.1888  0.29
H: 14.9123 6.8167 21.3040  -0.74
H: 14.6699 6.9690 22.9502  0.01
H: 12.6853 7.9237 23.1197  0.76
H: 12.2991 6.6297 21.9764  0.06
H: 11.2782 8.5790 21.0492  0.72
H: 12.5602 8.0303 20.0659  -0.08
H: 12.6578 11.8322 20.3668  0.57
H: 13.2430 10.6298 19.1597  0.20
H: 11.5095 10.8186 19.6150  0.33
H: 13.1905 11.3382 23.0004  0.29
H: 11.6056 11.2614 22.3079  0.44
H: 12.2864 9.9808 23.2816  0.33
H: 17.1358 7.9378 22.2068  0.07
H: 17.1343 9.5613 21.5417  0.64
H: 16.7376 8.2749 20.4990  -0.50
H: 15.1033 11.5107 20.5652  0.34
C: 19.1331 10.8148 19.2735  -2.55
C: 20.3838 11.5921 19.6484  2.26
C: 20.2289 11.9004 21.2111  -0.87
C: 21.4333 12.3572 21.8506  -0.71
C: 22.5480 11.3144 21.6274  -1.43
C: 22.9006 10.8357 20.1429  1.30
N: 21.5767 10.6942 19.4503  0.73
O: 21.7674 10.2535 18.1373  -0.58
C: 23.8151 11.8783 19.3662  -1.54
C: 23.6904 9.5985 20.2611  -1.77
C: 20.4713 12.8167 18.7874  -1.98
H: 19.0460 9.7942 19.6460  0.19
H: 19.2362 10.5333 18.2255  0.60
H: 18.2320 11.4248 19.3382  0.49
H: 19.5500 12.7301 21.4083  0.32
H: 19.9374 10.9715 21.7013  0.20
H: 21.4549 12.4478 22.9366  0.40
H: 21.7219 13.2837 21.3542  0.31
H: 22.3213 10.4357 22.2312  0.44
H: 23.4157 11.6136 22.2154  0.44
H: 23.3801 12.8764 19.3153  0.30
H: 24.8284 11.9840 19.7535  0.41
H: 24.0072 11.5669 18.3394  0.40
H: 23.3040 8.7345 20.8019  0.23
H: 23.8404 9.3431 19.2121  0.46
H: 24.5054 9.9567 20.8901  0.40
H: 19.4989 13.2129 18.4953  0.44
H: 20.9351 12.6504 17.8151  0.40
H: 21.1192 13.6058 19.1691  0.33
H: 21.0258 9.6686 17.9655  0.39
C: 17.0587 4.3986 27.3363  -2.19
C: 15.8716 5.4861 27.4514  2.67
C: 14.4890 4.8333 27.4484  -0.66
C: 13.3288 5.5795 28.1975  -0.59
C: 13.8654 5.9045 29.5984  -1.39
C: 15.1237 6.7792 29.6325  1.05
N: 16.1184 6.0598 28.8217  0.09
O: 17.4539 6.6419 28.9321  -0.45
C: 14.6658 8.3046 29.3712  -1.42
C: 15.5503 6.6833 31.1491  -1.81
C: 16.0827 6.5486 26.4601  -2.29
H: 17.1617 3.8914 28.2956  0.55
H: 17.9824 4.9158 27.0768  0.35
H: 16.9363 3.6494 26.5541  0.37
H: 14.3327 4.7265 26.3750  -0.36
H: 14.6738 3.8126 27.7833  0.62
H: 12.4638 4.9273 28.3184  0.46
H: 13.1283 6.5854 27.8285  0.25
H: 13.9720 5.0096 30.2115  0.46
H: 13.0520 6.4618 30.0630  0.48
H: 14.0346 8.3555 28.4840  0.34
H: 13.9418 8.4245 30.1771  0.46
H: 15.5488 8.9247 29.2165  0.33
H: 15.7661 5.6875 31.5363  0.42
H: 16.4342 7.3087 31.2737  0.42
H: 14.8028 7.1843 31.7641  0.40
H: 15.8170 6.1322 25.4885  0.07
H: 17.1246 6.8601 26.5350  0.72
H: 15.4739 7.4269 26.6746  0.40
H: 17.4078 7.3143 28.2485  0.36
C: 20.9805 2.6089 26.9445  -2.63
C: 22.4373 2.2342 27.1317  1.45
C: 22.3136 0.9681 28.0350  -1.38
C: 23.5159 0.0828 28.4048  -0.89
C: 23.9383 -0.3037 26.9533  -1.26
C: 24.1931 0.8927 25.9568  1.23
N: 22.9328 1.7282 25.8276  0.98
O: 22.9795 2.6853 24.9630  -0.11
C: 25.5129 1.5378 26.5423  -1.52
C: 24.5517 0.2854 24.5366  -1.76
C: 23.2152 3.3343 27.8353  -1.26
H: 20.3634 1.7167 26.8387  0.33
H: 20.7760 3.3483 26.1702  0.55
H: 20.6733 3.1144 27.8600  0.53
H: 22.1967 1.4207 29.0197  0.38
H: 21.5610 0.2328 27.7504  0.31
H: 23.1400 -0.6775 29.0895  0.43
H: 24.2631 0.5049 29.0768  0.38
H: 23.0443 -0.8273 26.6147  0.36
H: 24.5902 -1.1441 26.7147  0.53
H: 25.4633 1.5797 27.6304  0.35
H: 26.3941 0.8973 26.5054  0.40
H: 25.7438 2.5572 26.2332  0.36
H: 25.4035 -0.3859 24.6457  0.51
H: 23.6290 -0.2417 24.2939  0.35
H: 24.6503 1.0361 23.7526  0.34
H: 23.3535 3.3559 28.9163  0.38
H: 22.6414 4.2610 27.8279  0.60
H: 23.9742 3.7387 27.1656  0.11
H: 23.3606 3.4191 25.4508  0.44

=====

(2)
# C62H142F8O26V2

C62H142F8O26V2 as an isolated structure (ωB97M-V/def2-TZVPD, OMol25).

Output
Largest force on an atom ... 4.55 eV Å⁻¹
HOMO ... -9.2 eV

Each line ends with the Mulliken charge.
Positions of all 240 atoms, in Å:
O: 0.7577 -3.5163 2.8435  0.33
V: -0.1910 -3.1721 1.7028  0.40
O: -1.4399 -4.2234 1.8020  -0.78
O: 1.1045 5.3528 -1.8595  -0.56
V: -0.0226 4.2516 -1.9386  0.85
O: -1.4178 5.0457 -2.2410  -0.42
C: 1.5449 0.4260 -0.3418  0.44
C: 0.8307 1.3767 -1.0547  -0.07
C: -0.6708 1.2090 -1.3984  -0.07
O: -1.3923 2.1967 -1.8791  0.10
C: -1.3985 0.1743 -0.9183  0.44
C: -0.7332 -0.8201 -0.1079  -0.46
C: 0.8484 -0.7905 0.1429  0.51
O: 1.3043 -1.7084 0.8210  0.06
O: -1.3840 -1.7688 0.3600  0.38
O: 1.5043 2.3978 -1.4724  -0.10
H: 2.6179 0.5019 -0.2454  -0.71
H: -2.4725 0.1101 -1.0123  0.25
C: -2.0104 -4.0059 5.6475  -0.88
C: -0.6906 -4.4956 6.3658  0.91
C: -0.0764 -5.7479 5.6722  -0.09
F: -0.1187 -5.7716 4.3489  -0.13
F: 1.1596 -6.1128 6.0469  -0.31
F: 0.2854 -3.5993 6.3312  -0.25
F: -0.9671 -4.8304 7.5869  -0.33
O: -3.1114 -4.9618 5.4042  -0.44
C: -4.1619 -4.9270 6.3711  0.85
C: -5.3012 -5.8995 6.0254  0.05
F: -5.8959 -5.5466 4.8896  -0.17
F: -4.8015 -7.1194 5.8239  -0.25
F: -3.6464 -5.1100 7.5838  -0.27
F: -4.6772 -3.6330 6.3478  -0.31
H: -1.7306 -3.5192 4.7132  0.25
H: -2.4666 -3.1474 6.1403  0.72
H: -0.6767 -6.6022 5.9851  0.12
H: -6.0415 -5.9245 6.8250  0.25
C: 3.5065 -2.5289 -2.1836  -0.17
C: 4.0510 -3.9072 -1.8149  0.20
C: 5.5947 -3.8095 -1.8129  -1.49
O: 3.5690 -4.3145 -0.5895  -0.27
H: 2.4409 -2.6297 -2.3896  -0.14
H: 4.0347 -2.1339 -3.0514  0.65
H: 3.5797 -1.8274 -1.3525  -0.31
H: 3.7396 -4.6583 -2.5409  0.33
H: 6.0067 -4.7012 -1.3406  0.44
H: 5.8869 -2.9966 -1.1482  0.17
H: 6.0733 -3.6399 -2.7774  0.45
H: 4.0967 -3.9584 0.1290  -0.03
C: 7.0364 -0.3088 -3.0987  -0.93
C: 7.3632 0.2142 -1.6879  2.35
C: 8.7790 -0.0263 -1.2692  -1.73
O: 7.1446 1.5828 -1.8076  -0.72
H: 6.0180 -0.0348 -3.3739  -0.10
H: 7.1564 -1.3911 -3.1467  0.25
H: 7.7038 0.1453 -3.8312  0.38
H: 6.6822 -0.2092 -0.9496  -0.93
H: 9.5460 0.2634 -1.9875  0.38
H: 8.9970 -1.0746 -1.0654  0.37
H: 9.0381 0.5180 -0.3611  0.41
H: 6.2059 1.7468 -1.6915  -0.04
C: 0.8276 -6.1827 -1.6127  -1.61
C: 0.4593 -5.8105 -0.1824  0.73
C: 1.2784 -6.5547 0.8428  -1.28
O: 0.6994 -4.4564 0.0469  0.98
H: 0.3352 -7.1199 -1.8721  0.47
H: 1.8923 -6.2690 -1.8297  0.33
H: 0.3566 -5.5063 -2.3260  0.31
H: -0.5854 -6.0778 -0.0238  0.38
H: 0.8730 -6.4798 1.8518  0.13
H: 2.2719 -6.1093 0.8945  0.13
H: 1.5124 -7.5696 0.5213  0.46
H: 1.5987 -4.2880 -0.2436  -0.93
C: 0.4978 3.0153 2.2226  -0.32
C: 0.0737 4.3113 1.6618  0.94
C: 1.2263 5.3371 1.4594  -0.95
O: -0.4759 4.0606 0.4128  1.91
H: -0.3240 2.3031 2.2973  -0.50
H: 0.9335 3.1296 3.2151  0.90
H: 1.2376 2.5074 1.6039  -0.91
H: -0.6845 4.8247 2.2532  0.30
H: 0.8352 6.2235 0.9601  0.20
H: 2.0226 4.8512 0.8954  -0.12
H: 1.7794 5.6365 2.3496  0.57
H: -1.2513 3.5279 0.6039  -0.19
C: 3.8810 0.0203 2.7708  -0.34
C: 4.5211 -0.8749 1.6873  1.67
C: 5.9377 -1.2510 2.0965  -1.81
O: 3.8295 -2.0641 1.6298  0.56
H: 4.4592 0.9330 2.9145  0.51
H: 3.7363 -0.4227 3.7561  0.03
H: 2.9016 0.3649 2.4389  -0.47
H: 4.5464 -0.4249 0.6949  -0.70
H: 6.3841 -1.9685 1.4081  0.32
H: 5.8828 -1.5765 3.1353  0.52
H: 6.6010 -0.3876 2.0450  0.42
H: 2.9556 -1.9199 1.2596  -0.64
C: -2.0548 -0.2164 4.8551  -1.51
C: -1.0236 -0.5089 3.7702  1.31
C: 0.4019 -0.6333 4.2781  -1.31
O: -1.3974 -1.6962 3.1414  2.25
H: -2.3510 -1.0524 5.4888  -0.08
H: -2.9447 0.1857 4.3707  0.13
H: -1.6579 0.5936 5.4670  0.52
H: -0.9990 0.3216 3.0646  -0.68
H: 0.5810 -1.3457 5.0833  0.23
H: 0.7404 0.3248 4.6726  0.68
H: 1.0709 -0.8567 3.4470  -0.17
H: -2.3197 -1.6124 2.8887  -0.92
C: -4.8668 1.6260 -5.7562  -2.03
C: -3.9932 2.3313 -4.7749  1.86
C: -4.4829 3.7751 -4.7061  -1.73
O: -4.0218 1.6119 -3.5711  0.55
H: -4.9022 2.1325 -6.7208  0.53
H: -5.9065 1.5025 -5.4532  0.37
H: -4.5042 0.6310 -6.0141  0.35
H: -3.0112 2.4011 -5.2429  -0.39
H: -3.9229 4.3525 -3.9706  0.19
H: -5.4662 3.7445 -4.2366  0.44
H: -4.6228 4.1989 -5.7006  0.46
H: -3.2092 1.8465 -3.1170  -0.60
C: -3.0007 6.0531 0.5480  -0.76
C: -2.0063 7.2145 0.2228  1.48
C: -2.4228 8.0193 -0.9791  -1.41
O: -1.9178 8.0535 1.4015  -0.64
H: -2.6373 5.5246 1.4293  0.15
H: -2.9948 5.2443 -0.1827  -0.16
H: -4.0258 6.3550 0.7628  0.65
H: -1.0099 6.8291 0.0066  -0.71
H: -2.0527 9.0445 -0.9894  0.36
H: -3.5087 8.1035 -0.9380  0.37
H: -2.0419 7.4873 -1.8509  0.09
H: -2.7746 8.3767 1.6895  0.36
C: -0.8682 4.7912 -6.1006  -1.39
C: 0.4467 4.7204 -5.3712  1.05
C: 0.9286 6.0320 -4.8086  -1.40
O: 0.1343 3.8857 -4.2961  0.94
H: -0.8715 5.4490 -6.9698  0.50
H: -1.5607 5.3087 -5.4367  0.22
H: -1.3432 3.8904 -6.4890  0.25
H: 1.2160 4.2493 -5.9831  0.17
H: 1.1641 6.7156 -5.6243  0.55
H: 1.8744 5.8436 -4.3006  0.24
H: 0.2169 6.5709 -4.1832  0.13
H: 0.1176 3.0113 -4.6920  -0.69
C: -3.0028 -2.6930 -2.8236  -0.69
C: -3.8063 -3.4892 -1.7940  0.19
C: -3.0215 -4.8200 -1.4376  -1.33
O: -3.8675 -2.7886 -0.6118  -0.12
H: -2.8058 -3.3064 -3.7028  0.73
H: -2.0512 -2.2919 -2.4747  -0.03
H: -3.5018 -1.7917 -3.1795  -0.08
H: -4.8031 -3.7906 -2.1160  0.38
H: -3.4416 -5.2197 -0.5147  0.36
H: -1.9549 -4.6619 -1.2777  -0.22
H: -3.0932 -5.4748 -2.3061  0.58
H: -3.0014 -2.3888 -0.5040  -0.59
C: -5.9013 -0.7012 3.0799  -0.90
C: -5.2850 -2.0613 3.2194  1.26
C: -6.0614 -3.2697 2.5564  -1.63
O: -4.0782 -2.0312 2.4749  0.32
H: -6.1878 -0.3705 2.0815  -0.06
H: -5.2999 0.1498 3.3995  0.03
H: -6.8234 -0.6772 3.6606  0.46
H: -5.1275 -2.2953 4.2722  -0.05
H: -7.0148 -3.4930 3.0351  0.46
H: -5.3796 -4.1201 2.5661  0.37
H: -6.2876 -3.1274 1.4997  0.24
H: -4.2080 -2.3036 1.5635  -0.63
C: 4.3113 -5.1073 5.7686  -1.81
C: 3.7605 -4.0113 4.8408  2.23
C: 3.5721 -2.7430 5.5748  -1.08
O: 4.6428 -3.7353 3.8040  -0.69
H: 5.2984 -4.8482 6.1513  0.45
H: 4.4319 -6.0399 5.2174  0.41
H: 3.6336 -5.3027 6.5997  0.36
H: 2.8373 -4.3058 4.3417  -0.74
H: 2.8817 -1.9683 5.2411  -0.22
H: 4.4990 -2.1888 5.7226  0.42
H: 3.2323 -2.9933 6.5798  0.45
H: 4.2194 -3.1096 3.2117  0.11
C: 5.6424 5.2182 1.0801  -1.18
C: 4.7559 4.2168 1.8404  -0.06
C: 4.1057 3.1851 0.8910  1.40
O: 5.5818 3.4773 2.7047  -0.60
H: 6.3762 4.6647 0.4942  0.20
H: 6.1535 5.8392 1.8158  0.38
H: 5.0852 5.8067 0.3512  0.31
H: 4.0733 4.7223 2.5234  0.25
H: 4.8652 2.6065 0.3651  0.53
H: 3.5632 3.6521 0.0690  -0.86
H: 3.3411 2.5564 1.3473  -0.71
H: 6.2148 3.0861 2.0982  0.42
C: -1.1760 -0.6182 -5.6808  -1.36
C: -0.2119 0.2979 -4.9148  2.17
C: 0.9899 -0.4243 -4.2328  -0.96
O: 0.2630 1.4021 -5.6046  -0.65
H: -0.6586 -0.8570 -6.6100  0.44
H: -2.0807 -0.0467 -5.8878  0.31
H: -1.5148 -1.5104 -5.1542  0.19
H: -0.7834 0.7615 -4.1107  -1.22
H: 0.6557 -1.1246 -3.4674  -0.09
H: 1.7108 0.2607 -3.7865  -0.10
H: 1.5056 -1.0789 -4.9355  0.72
H: 0.6480 1.1062 -6.4327  0.34
C: -4.4551 2.8439 2.4780  -1.88
C: -3.7122 2.0197 1.3722  2.13
C: -4.6464 1.7476 0.1486  -0.82
O: -2.5992 2.6442 0.7447  -0.32
H: -5.2605 2.2927 2.9634  0.44
H: -4.8424 3.7719 2.0575  0.36
H: -3.8236 3.0243 3.3480  0.48
H: -3.3416 1.1147 1.8535  -1.18
H: -4.9353 2.7189 -0.2530  0.43
H: -5.5167 1.1548 0.4300  0.41
H: -4.2089 1.2125 -0.6942  -0.46
H: -2.4643 2.2744 -0.1309  -1.08
C: 3.6801 2.4787 -4.4468  -1.21
C: 4.6922 2.6011 -3.3294  0.58
C: 4.7232 4.0585 -2.7202  -1.33
O: 4.4423 1.6973 -2.2429  0.90
H: 2.6573 2.3687 -4.0865  -0.02
H: 3.8328 1.5563 -5.0071  0.38
H: 3.7255 3.3323 -5.1232  0.49
H: 5.6883 2.4851 -3.7565  0.66
H: 5.6245 4.1083 -2.1092  0.18
H: 3.8124 4.3499 -2.1971  -0.04
H: 4.9865 4.7596 -3.5123  0.67
H: 3.5446 1.8283 -1.9288  -1.20
C: -7.3711 -1.2335 -1.1844  -1.43
C: -6.3043 -0.6844 -2.2167  2.36
C: -6.4845 -1.3375 -3.5736  -1.24
O: -6.4966 0.7183 -2.3502  -0.62
H: -8.3542 -0.8605 -1.4718  0.44
H: -7.1975 -0.8459 -0.1806  0.11
H: -7.4180 -2.3225 -1.1940  0.32
H: -5.3070 -0.8843 -1.8248  -0.70
H: -7.4410 -1.0852 -4.0315  0.34
H: -6.1528 -2.3706 -3.4701  0.29
H: -5.8073 -0.8716 -4.2895  0.06
H: -5.6244 0.9324 -2.6893  -0.04